Record 1
Formula: C35H46N6O3OsP2
Source: the OMol25 dataset
Level of theory: wB97M-V/def2-TZVPD

Summary:
spin multiplicity	5
gap between HOMO and LUMO (alpha / beta)	7.5302 / 2.8654	eV
total charge	+2
HOMO (alpha / beta)	-13.035 / -12.776	eV

XYZ file:
```
93
C35H46N6O3OsP2, DFT wB97M-V/def2-TZVPD
Os -1.1221 -0.8089 -1.0746
C 0.4195 -2.2193 0.0213
C -0.1934 -2.7305 -1.1554
C -1.3134 -3.7453 -1.0619
C -2.7303 -3.1577 -0.9742
C -2.8370 -1.7450 -0.4728
C -2.1307 -1.3381 0.7282
C -1.5326 -2.3991 1.6381
C -0.0218 -2.5831 1.4049
C -2.0244 0.9726 -1.1947
H 1.4652 -1.9106 -0.0503
H 0.4091 -2.7344 -2.0723
H -1.1420 -4.4232 -0.2165
H -1.2297 -4.3771 -1.9671
H -3.1594 -3.1441 -1.9892
H -3.3638 -3.8226 -0.3685
H -3.7786 -1.2219 -0.6940
H -2.5144 -0.4574 1.2689
H -2.0600 -3.3544 1.5044
H -1.6956 -2.0885 2.6819
H 0.4798 -1.9312 2.1386
H 0.2723 -3.6269 1.6254
H -1.7605 1.6226 -0.3442
H -3.1150 0.8371 -1.2673
H -1.6566 1.4438 -2.1240
P -5.5634 -2.2504 -2.1897
P -2.9412 -5.1594 -3.3020
N -6.6481 -2.4344 -0.8256
N -6.8957 -1.8107 -3.2677
N -3.6179 -6.6643 -2.6733
N -2.5204 -5.7668 -4.8567
C -5.4579 -4.0644 -2.5539
C -4.5157 -4.3238 -3.7528
C -6.9046 -1.3850 0.0694
C -7.9944 -1.7421 0.8512
C -8.4117 -3.0490 0.4463
C -7.5833 -3.4435 -0.5950
C -6.9800 -0.5726 -3.9139
C -8.1180 -0.5671 -4.7050
C -8.7720 -1.8328 -4.5310
C -8.0162 -2.5688 -3.6228
C -3.0477 -7.3013 -1.5545
C -3.9322 -8.2410 -1.0708
C -5.1140 -8.1726 -1.8905
C -4.8783 -7.2379 -2.8886
C -2.3423 -7.0991 -5.2704
C -2.4412 -7.1418 -6.6528
C -2.6639 -5.7952 -7.1146
C -2.6842 -4.9715 -6.0034
H -6.4386 -4.5077 -2.7855
H -5.1141 -4.5438 -1.6185
H -5.0471 -4.9154 -4.5171
H -4.2002 -3.3826 -4.2377
H -6.2562 -0.5159 0.0659
H -8.4375 -1.1374 1.6266
H -9.2069 -3.6383 0.8669
H -7.5559 -4.3602 -1.1574
H -6.2155 0.1721 -3.7295
H -8.4465 0.2379 -5.3486
H -9.6675 -2.1669 -5.0298
H -8.1800 -3.5472 -3.1967
H -2.0579 -7.0051 -1.2125
H -3.7504 -8.8979 -0.2293
H -6.0302 -8.7270 -1.7268
H -5.4794 -6.9470 -3.7299
H -2.1672 -7.8768 -4.5311
H -2.3993 -8.0253 -7.2696
H -2.8266 -5.4821 -8.1341
H -2.8266 -3.9090 -5.9009
C 4.9921 0.2431 0.4198
C 3.4994 0.0013 0.2517
C 2.6688 1.2800 -0.0034
C 2.9580 2.3954 1.0405
C 2.7711 2.0366 2.5022
C 3.0239 1.8264 -1.4011
O 3.9783 2.5629 -1.6289
N 2.2230 1.3883 -2.4508
C 1.2182 0.3922 -2.4031
O 0.8456 -0.2040 -3.4118
N 0.6951 0.2256 -1.1435
C 1.1720 0.9148 -0.0411
O 0.3980 1.1564 0.9031
H 5.3849 0.8394 -0.4133
H 5.5156 -0.7186 0.4273
H 5.2078 0.7647 1.3577
H 3.3383 -0.6927 -0.5894
H 3.0679 -0.4895 1.1365
H 3.9764 2.7778 0.8798
H 2.2782 3.2262 0.8024
H 3.4428 1.2384 2.8492
H 2.9874 2.9371 3.0906
H 1.7273 1.7419 2.6701
H 2.5495 1.5928 -3.3827
```

Record 2
Formula: C35H46N6O3P2Pt
Source: the OMol25 dataset
Level of theory: wB97M-V/def2-TZVPD

Summary:
spin multiplicity	5
relative energy (zero: lowest compared OMol25 entry of this formula, charge and spin)	0.0000	eV
gap between HOMO and LUMO (alpha / beta)	5.0882 / 3.0461	eV
total charge	+2
HOMO (alpha / beta)	-10.856 / -12.205	eV

XYZ file:
```
93
C35H46N6O3P2Pt, DFT wB97M-V/def2-TZVPD
Pt 0.6266 0.9042 -0.8017
C -1.1462 -1.8619 4.3460
C -0.5466 -2.1541 3.1806
C -1.2140 -2.1111 1.8374
C -1.9446 -0.7892 1.5353
C -3.4242 -0.8756 1.5748
C -4.1088 -1.6963 2.3859
C -3.5453 -2.3483 3.6246
C -2.5771 -1.4485 4.4460
C 0.1374 2.9539 -0.8576
H -0.5951 -1.8910 5.2903
H 0.5323 -2.3418 3.1605
H -1.8721 -2.9656 1.6376
H -0.4085 -2.1822 1.1033
H -1.5818 -0.0288 2.2325
H -1.6315 -0.4114 0.5447
H -3.9138 -0.2029 0.8813
H -5.1545 -1.9287 2.1750
H -3.0417 -3.2932 3.3661
H -4.3973 -2.6305 4.2689
H -2.7010 -0.4052 4.1183
H -2.8914 -1.4502 5.5014
H -0.8895 3.1031 -0.4994
H 0.2928 3.3371 -1.8754
H 0.8545 3.4268 -0.1769
P -0.5600 0.6548 -2.6065
P 1.9563 -0.8447 -1.4364
N -2.1558 0.1589 -2.2867
N -0.9121 1.5751 -4.2888
N 1.4276 -2.6404 -1.4758
N 3.8040 -1.2632 -1.7153
C 0.1121 -0.8007 -3.3781
C 1.6351 -0.7007 -3.2480
C -3.0990 1.1682 -1.9830
C -4.3073 0.8142 -2.5520
C -4.1385 -0.4607 -3.1943
C -2.8259 -0.8474 -3.0113
C -0.5321 2.8611 -4.6383
C -0.6201 3.0316 -6.0286
C -1.0941 1.7946 -6.5636
C -1.3521 0.9657 -5.4700
C 1.0521 -3.2551 -0.2845
C 0.4962 -4.5019 -0.5624
C 0.6206 -4.7072 -1.9681
C 1.2102 -3.5644 -2.5022
C 4.2675 -2.5872 -1.6143
C 5.1400 -2.8591 -2.6683
C 5.3091 -1.6346 -3.3976
C 4.4985 -0.6798 -2.7915
H -0.2353 -0.9244 -4.4033
H -0.2591 -1.6317 -2.7772
H 2.1365 -1.4644 -3.8466
H 2.0513 0.2870 -3.5110
H -2.8053 2.0308 -1.4008
H -5.1935 1.4301 -2.5752
H -4.8538 -0.9890 -3.8081
H -2.3078 -1.7515 -3.2931
H -0.2555 3.5706 -3.8721
H -0.3949 3.9314 -6.5850
H -1.2371 1.5246 -7.6093
H -1.8207 -0.0067 -5.4496
H 1.3059 -2.7968 0.6612
H 0.0719 -5.1821 0.1624
H 0.3579 -5.5861 -2.5383
H 1.4400 -3.3375 -3.5380
H 3.9110 -3.2373 -0.8204
H 5.5839 -3.8217 -2.8761
H 5.9507 -1.4664 -4.2599
H 4.3155 0.3547 -3.0581
C 1.7398 0.4213 4.6902
C 0.9077 1.6867 4.6474
C 1.1043 2.5564 3.3728
C 0.3522 3.9160 3.5483
C -1.0124 3.8451 4.2164
C 2.5959 2.8828 3.2010
O 3.2293 3.5497 4.0105
N 3.2209 2.4026 2.0534
C 2.6557 1.7216 0.9662
O 3.2987 1.4752 -0.0602
N 1.3447 1.3607 1.1324
C 0.5252 1.8362 2.1275
O -0.7105 1.7464 2.0175
H 2.0316 0.0891 3.6851
H 1.1688 -0.3740 5.1802
H 2.6443 0.5980 5.2838
H -0.1634 1.4569 4.7544
H 1.1639 2.3449 5.4893
H 0.9986 4.5747 4.1471
H 0.2496 4.3774 2.5525
H -0.9349 3.5151 5.2601
H -1.4652 4.8437 4.2208
H -1.6751 3.1612 3.6728
H 4.1775 2.6927 1.8951
```

Record 3
Formula: C35H47BCl2N8O4Ti
Source: the OMol25 dataset
Level of theory: wB97M-V/def2-TZVPD

Summary:
spin multiplicity	2
relative energy (zero: lowest compared OMol25 entry of this formula, charge and spin)	0.1782	eV
gap between HOMO and LUMO (alpha / beta)	7.3336 / 7.6906	eV
total charge	+1
HOMO (alpha / beta)	-10.723 / -11.107	eV

XYZ file:
```
98
C35H47BCl2N8O4Ti, DFT wB97M-V/def2-TZVPD
Ti 0.4749 0.4926 -0.1415
C -1.5528 -4.4387 0.4606
C -0.4482 -3.4549 0.2506
C 0.9047 -3.7123 0.1911
C 1.5456 -2.4892 -0.0008
N 0.6010 -1.5244 -0.0264
N -0.6218 -2.1336 0.1091
B -1.9914 -1.3996 0.1203
N -2.3891 -0.7559 -1.2673
N -1.9122 0.4003 -1.8105
C -2.3883 0.6072 -3.0572
C -3.2198 -0.4754 -3.3016
C -3.1799 -1.3062 -2.1938
C -3.8820 -2.6107 -2.0256
C -2.0831 1.7127 -4.0578
C -0.8490 2.5734 -3.7672
C -1.8766 1.0075 -5.4161
C -3.3219 2.6234 -4.1312
N -2.0255 -0.3992 1.2819
N -1.1294 0.6287 1.4563
C -1.5310 1.3096 2.5461
C -2.6854 0.6985 3.0586
C -2.9637 -0.3725 2.2473
C -4.0981 -1.3403 2.3516
C -0.9283 2.5716 3.1590
C -2.0437 3.3321 3.8947
C -0.3414 3.5214 2.1146
C 0.1370 2.1996 4.2027
C 3.0463 -2.4045 -0.2719
C 3.6614 -1.0076 -0.3602
C 3.2756 -3.1352 -1.6150
C 3.7920 -3.1636 0.8378
H -1.1236 -5.4326 0.5679
H -2.2454 -4.4560 -0.3800
H -2.1247 -4.2122 1.3612
H 1.3665 -4.6835 0.2591
H -2.8255 -2.2226 0.3095
H -3.7711 -0.6646 -4.2077
H -4.5269 -2.7780 -2.8848
H -4.4909 -2.6251 -1.1211
H -3.1679 -3.4348 -1.9710
H 0.0169 1.9870 -3.4644
H -1.0405 3.3108 -2.9944
H -0.5896 3.1078 -4.6821
H -1.1400 0.2043 -5.3382
H -1.5216 1.7329 -6.1483
H -2.8068 0.5813 -5.7963
H -3.4895 3.1167 -3.1713
H -4.2159 2.0552 -4.3952
H -3.1639 3.3930 -4.8913
H -3.2538 0.9952 3.9248
H -4.6895 -1.0975 3.2315
H -3.7472 -2.3688 2.4463
H -4.7513 -1.2864 1.4783
H -2.9073 3.4964 3.2471
H -1.6618 4.3068 4.2051
H -2.3738 2.8053 4.7938
H -1.1135 3.8694 1.4287
H 0.4414 3.0634 1.5217
H 0.0843 4.3894 2.6237
H -0.2302 1.4264 4.8828
H 0.3900 3.0825 4.7955
H 1.0515 1.8462 3.7329
H 3.0903 -0.3120 -0.9705
H 4.6490 -1.0941 -0.8165
H 3.8123 -0.5832 0.6287
H 2.6236 -2.7444 -2.3982
H 3.0679 -4.2022 -1.5154
H 4.3150 -3.0193 -1.9297
H 3.7342 -2.6248 1.7870
H 4.8460 -3.2556 0.5642
H 3.3967 -4.1683 0.9888
Cl 3.4721 4.2249 -0.3496
C 3.4759 3.0538 0.9075
C 4.4380 3.1302 1.9391
C 4.4499 2.2200 2.9525
Cl 5.6346 2.3437 4.2024
C 3.4924 1.1735 2.9918
C 3.3794 0.1862 3.9913
C 2.3832 -0.7507 3.9056
C 1.5041 -0.7267 2.8136
N 1.5911 0.1688 1.8592
C 2.5584 1.1211 1.9493
C 2.5421 2.0591 0.9041
O 1.5636 1.9147 -0.0107
H 5.1665 3.9294 1.9167
H 4.0791 0.1852 4.8172
H 2.2684 -1.5144 4.6632
H 0.7142 -1.4649 2.7187
C 1.7842 -0.5349 -4.0782
C 0.8836 -0.6451 -2.8811
O 0.0278 -1.4996 -2.7941
O 1.1151 0.2735 -1.9402
H 1.5565 -1.3241 -4.7880
H 2.8277 -0.6020 -3.7617
H 1.6524 0.4427 -4.5471
O -1.3612 2.3972 -0.9239
N -1.0875 1.1796 -0.9976
```

Record 4
Formula: C35H47Br2CsN8OS
Source: the OMol25 dataset
Level of theory: wB97M-V/def2-TZVPD

Summary:
relative energy (zero: lowest compared OMol25 entry of this formula, charge and spin)	0.0675	eV
gap between HOMO and LUMO	6.9222	eV
total charge	0
HOMO	-6.941	eV

XYZ file:
```
95
C35H47Br2CsN8OS, DFT wB97M-V/def2-TZVPD
Cs -0.4110 -0.0511 -1.1843
N 1.0559 2.9146 0.2244
C 1.8549 2.0786 0.9865
C 2.4900 2.4973 2.1632
C 3.3458 1.6212 2.7951
C 3.5707 0.3613 2.2490
C 2.9037 0.0411 1.0831
N 2.0556 0.8667 0.4691
C 0.1884 3.9191 0.6385
C -0.2156 4.0841 1.9652
C -1.1036 5.0992 2.2514
C -1.5712 5.9115 1.2259
C -1.1314 5.6438 -0.0565
N -0.2665 4.6763 -0.3560
H 0.9747 2.6517 -0.7615
H 2.3393 3.5011 2.5319
H 3.8575 1.9234 3.6998
H 4.2374 -0.3488 2.7163
H 3.0249 -0.9334 0.6214
H 0.1091 3.3968 2.7313
H -1.4498 5.2420 3.2668
H -2.2706 6.7134 1.4128
H -1.4881 6.2310 -0.8953
C 1.8813 -1.9579 -4.2999
C 1.6882 -3.1668 -3.4254
C 2.1975 -4.4233 -3.8168
C 1.9936 -5.5022 -3.0093
C 1.2808 -5.3590 -1.8004
C 1.0242 -6.4259 -0.9038
Br 1.6499 -8.1828 -1.2645
C 0.3173 -6.2046 0.2433
C -0.1567 -4.9237 0.5402
Br -1.1411 -4.6658 2.1437
C 0.0462 -3.8023 -0.2668
O -0.3928 -2.6404 0.0196
C 0.8012 -4.0624 -1.4876
N 1.0202 -2.9995 -2.3087
H 2.6000 -2.1415 -5.0972
H 2.2315 -1.1143 -3.7023
H 0.9325 -1.6694 -4.7610
H 2.7419 -4.5153 -4.7473
H 2.3735 -6.4782 -3.2803
H 0.1178 -7.0162 0.9292
C -4.9892 -1.7402 2.7742
C -5.7755 -1.8656 1.4728
C -4.9250 -2.1267 0.2309
C -3.8623 -1.0682 -0.0443
N -2.6800 -1.2702 0.7749
C -2.0252 -0.3317 1.4790
S -2.4692 1.3052 1.4880
N -0.9162 -0.7930 2.0794
C -0.1219 -0.0836 3.0662
C -0.4437 -0.5237 4.4905
C -1.8658 -0.1951 4.9234
C -2.1709 -0.6871 6.3309
H -5.6669 -1.7185 3.6294
H -4.4003 -0.8224 2.7962
H -4.3057 -2.5817 2.9094
H -6.3561 -0.9517 1.3130
H -6.5051 -2.6751 1.5616
H -5.5838 -2.1851 -0.6403
H -4.4361 -3.1052 0.3081
H -4.2358 -0.0670 0.1682
H -3.5821 -1.0971 -1.1065
H -2.1980 -2.1623 0.6680
H -0.6295 -1.7411 1.8424
H -0.3094 0.9829 2.9400
H 0.9313 -0.2683 2.8480
H 0.2733 -0.0454 5.1667
H -0.2753 -1.6033 4.5767
H -2.5699 -0.6435 4.2176
H -2.0241 0.8853 4.8551
H -2.0508 -1.7706 6.3995
H -3.1929 -0.4477 6.6264
H -1.4976 -0.2358 7.0633
C 0.8930 1.8004 -4.0009
C 1.7666 2.0728 -5.2552
N 3.0027 2.7471 -4.8673
C 3.7211 1.9079 -3.9060
C 2.8585 1.6829 -2.6376
N 1.5487 2.3324 -2.8001
C 1.7626 3.7784 -2.9885
C 2.6630 4.0190 -4.2277
H 0.7552 0.7245 -3.8680
H -0.0944 2.2600 -4.0858
H 1.2424 2.7051 -5.9736
H 2.0228 1.1397 -5.7626
H 4.6632 2.3989 -3.6569
H 3.9651 0.9622 -4.3950
H 3.3317 2.0969 -1.7451
H 2.6950 0.6208 -2.4411
H 2.2153 4.1774 -2.0789
H 0.7852 4.2526 -3.0853
H 3.5930 4.5181 -3.9490
H 2.1619 4.6474 -4.9663
```

Record 5
Formula: C35H47BrIrN4P2
Source: the OMol25 dataset
Level of theory: wB97M-V/def2-TZVPD

Summary:
spin multiplicity	6
gap between HOMO and LUMO (alpha / beta)	5.9372 / 3.1784	eV
total charge	+4
HOMO (alpha / beta)	-17.458 / -17.435	eV

XYZ file:
```
90
C35H47BrIrN4P2, DFT wB97M-V/def2-TZVPD
N 1.4052 -4.1597 -7.1029
C 1.5782 -4.8662 -5.9880
C 1.5985 -4.2680 -4.7264
C 1.3019 -2.8818 -4.6031
C 1.2283 -2.1468 -5.8119
C 1.2631 -2.8398 -7.0282
C 0.9447 -2.3350 -3.2966
Ir 1.0292 -0.6714 -1.6442
P -3.0680 2.5719 0.7730
C -0.0435 -1.2801 -3.1079
C -1.2455 -1.5983 -2.2517
C -2.3190 -0.6900 -2.2838
C -3.5679 -1.0679 -1.8016
C -3.6808 -2.2495 -1.0621
C -2.5864 -3.0857 -0.8931
C -1.3604 -2.7717 -1.4871
Br -5.3012 -2.6994 -0.3068
H 1.2415 -2.9682 -2.4507
H -0.1992 -0.6074 -3.9619
H 1.7926 -4.8899 -3.8630
H 1.1448 -1.0663 -5.8326
H 1.6840 -5.9462 -6.0972
H 1.1397 -2.3210 -7.9838
H -2.1610 0.2653 -2.7718
H -0.5343 -3.4608 -1.4288
H -4.4530 -0.4782 -2.0019
H -2.6955 -4.0147 -0.3467
P 1.5439 1.4453 -1.7245
C -4.2421 1.1657 0.7618
C -5.7068 1.6255 0.7658
H -4.0318 0.5582 1.6577
H -4.0195 0.5469 -0.1172
H -6.3677 0.7505 0.7800
H -5.9198 2.2260 1.6604
H -5.9594 2.2247 -0.1199
C -3.0061 3.1391 -0.9629
C -3.8024 4.4431 -1.1397
H -3.3963 2.3290 -1.6013
H -1.9531 3.3113 -1.2245
H -3.8219 4.7291 -2.1970
H -4.8385 4.3441 -0.7933
H -3.3327 5.2630 -0.5811
C -1.5104 1.9800 1.4811
C -1.4563 2.4635 2.9483
H -0.6721 2.3839 0.8905
H -1.4951 0.8820 1.4091
H -0.4238 2.5321 3.3094
H -1.9309 3.4533 3.0426
H -1.9987 1.7788 3.6134
C 2.1116 2.3557 -0.2282
C 3.6038 2.5251 0.0270
H 1.6327 1.8686 0.6271
H 1.6611 3.3546 -0.3108
H 4.1490 1.5774 0.0630
H 4.0930 3.1809 -0.7050
H 3.7080 2.9930 1.0109
C 0.1208 2.4793 -2.2448
C 0.0851 3.0067 -3.6718
H 0.1191 3.3221 -1.5377
H -0.7730 1.8688 -2.0420
H 0.9527 3.6418 -3.8996
H 0.0297 2.1980 -4.4149
H -0.8182 3.6239 -3.7795
C 2.8897 1.6585 -2.9275
C 3.6307 0.3362 -3.0435
H 3.5349 2.4541 -2.5399
H 2.4682 1.9989 -3.8825
H 3.9984 0.2077 -4.0663
H 4.4848 0.3251 -2.3566
H 2.9875 -0.5522 -2.8174
N 1.0100 -2.9223 8.8629
C 1.0594 -2.6206 7.7314
C 1.2840 -2.2886 6.3466
C 2.5905 -2.4646 5.8828
C 2.9185 -2.1688 4.5573
C 1.9285 -1.7136 3.6759
C 0.6109 -1.5457 4.1284
C 0.2908 -1.8059 5.4728
N 2.2512 -1.4706 2.3199
C 3.5287 -1.5417 1.7480
C 3.3854 -1.3027 0.4152
N 2.0344 -1.0568 0.1510
C 1.3821 -1.1544 1.3127
H 3.3501 -2.8475 6.5678
H 3.9401 -2.3197 4.2213
H -0.1690 -1.2099 3.4439
H -0.7280 -1.6479 5.8338
H 4.4085 -1.7555 2.3252
H 4.1334 -1.3246 -0.3608
H 0.3082 -1.0599 1.4097
```

| no. | largest force on an atom (hartree/bohr) |
| --- | --- |
| 1 | 0.0943 |
| 2 | 0.0617 |
| 3 | 0.0372 |
| 4 | 0.0072 |
| 5 | 0.0816 |